1.
{
  "formula": "AgBe2Cl9I",
  "method": "wB97M-V/def2-TZVPD",
  "symbols": ["Be", "Be", "Ag", "Cl", "Cl", "Cl", "Cl", "Cl", "Cl", "Cl", "Cl", "Cl", "I"],
  "coordinates": [[-2.4688, 0.9851, -3.0706], [-0.5928, 1.5412, 2.7703], [2.5341, -1.3880, -0.9208], [4.6950, 0.3333, 1.0021], [-4.5098, 0.9509, -0.6304], [0.4339, -0.6151, 4.3190], [0.2563, 1.7330, -3.9043], [-0.9151, -3.9538, 2.4385], [-3.4407, 0.1286, 3.4396], [3.2282, -1.0823, -3.7601], [2.2088, 2.9704, 2.6783], [-1.3414, -1.5101, -4.1538], [-0.0876, -0.0932, -0.2079]],
  "lowdin_charge": [0.5614, 0.5380, 0.3454, -0.8593, -0.6236, -0.5391, -0.5401, -0.9698, -0.6992, -0.7588, -0.6717, -0.5759, -0.2070],
  "max_force_ev_per_a": 3.642,
  "e_above_lowest_kcal_mol": 0.0,
  "charge": -5,
  "e_homo_ha": 0.177
}


2.
{
  "formula": "C32H55NO24",
  "method": "wB97M-V/def2-TZVPD",
  "symbols": ["C", "C", "C", "O", "C", "O", "O", "H", "H", "H", "H", "H", "H", "C", "C", "C", "O", "C", "O", "O", "H", "H", "H", "H", "H", "H", "C", "C", "C", "O", "C", "O", "O", "H", "H", "H", "H", "H", "H", "C", "C", "C", "O", "C", "O", "O", "H", "H", "H", "H", "H", "H", "C", "O", "C", "O", "O", "C", "H", "H", "H", "H", "H", "H", "C", "O", "C", "O", "O", "C", "H", "H", "H", "H", "H", "H", "C", "O", "C", "O", "O", "C", "H", "H", "H", "H", "H", "H", "C", "O", "C", "O", "O", "C", "H", "H", "H", "H", "H", "H", "C", "C", "C", "C", "N", "H", "H", "H", "H", "H", "H", "H"],
  "coordinates": [[0.7294, -2.1112, -7.1052], [-0.1686, -1.0202, -6.5122], [-0.6576, -1.2502, -5.0772], [-0.0976, -0.1892, -4.4292], [0.7004, 0.5238, -5.1682], [1.2534, 1.5588, -4.7562], [0.8034, -0.0022, -6.3622], [0.1734, -2.9662, -7.5662], [1.3134, -2.5592, -6.2872], [1.3764, -1.6482, -7.8422], [-0.9896, -0.6362, -7.1452], [-0.2486, -2.1762, -4.6812], [-1.6626, -1.1422, -4.8082], [2.1284, 1.8448, 4.0368], [1.9424, 2.9438, 5.0868], [3.1344, 3.1498, 6.0608], [3.4834, 4.4498, 5.8938], [2.8784, 4.9428, 4.8968], [3.0334, 6.1258, 4.5178], [2.0674, 4.1088, 4.3678], [1.9844, 0.8158, 4.4328], [3.1294, 1.8428, 3.5958], [1.3984, 2.0128, 3.2378], [0.9984, 2.9098, 5.6388], [4.0354, 2.5698, 5.7618], [2.8224, 2.8868, 7.0688], [-0.3646, -0.7942, 2.1908], [1.0534, -1.3882, 2.0508], [1.4504, -2.1272, 3.3018], [1.7814, -3.4072, 2.8368], [1.4294, -3.6032, 1.5328], [1.4004, -4.6262, 0.9038], [1.0524, -2.4292, 1.0338], [-0.6296, -0.2102, 1.3688], [-0.3026, -0.1402, 3.0058], [-1.1236, -1.5752, 2.4068], [1.8554, -0.7022, 1.7478], [0.5954, -2.1952, 4.0328], [2.4074, -1.7202, 3.7218], [0.0524, -3.0362, -1.9402], [-1.2836, -3.7092, -1.7362], [-2.1296, -3.1452, -0.4992], [-3.2486, -2.4942, -1.1982], [-3.0956, -2.4692, -2.4852], [-3.7216, -1.7852, -3.2832], [-2.0546, -3.2512, -2.8322], [0.7454, -3.3242, -1.2062], [-0.0576, -1.9742, -1.8592], [0.5334, -3.2762, -2.8952], [-1.2286, -4.7672, -1.7472], [-1.5376, -2.5082, 0.0938], [-2.5786, -4.0002, 0.0188], [-4.0186, -2.3562, 2.3028], [-3.5776, -3.7522, 2.1968], [-2.5806, -4.1132, 2.9938], [-2.0906, -3.3102, 4.0828], [-2.1246, -5.3582, 2.7678], [-0.9886, -5.7422, 3.5328], [-5.0416, -2.3302, 1.8208], [-3.2956, -1.6962, 1.7428], [-4.0026, -1.9592, 3.3238], [-0.2516, -4.9582, 3.5668], [-0.5086, -6.6022, 3.0098], [-1.2486, -6.1022, 4.5238], [4.3264, -1.5552, -5.7332], [4.5804, -1.0082, -4.4242], [3.5754, -1.0842, -3.5672], [2.3774, -1.8732, -3.8342], [3.7284, -0.4542, -2.4892], [2.6314, -0.3872, -1.5682], [4.3394, -2.6402, -5.7992], [5.0134, -1.0832, -6.4122], [3.3734, -1.1032, -6.0452], [1.7294, 0.1538, -1.8962], [2.8894, 0.0598, -0.6042], [2.2294, -1.3472, -1.4082], [1.4484, 4.7338, 1.4758], [0.7934, 4.9708, 0.2368], [1.5184, 4.6008, -0.8862], [2.6384, 3.7478, -0.7832], [0.9744, 4.9878, -2.0902], [1.5904, 4.7328, -3.2872], [1.6964, 3.7168, 1.6428], [0.7894, 5.0118, 2.2728], [2.3914, 5.3238, 1.5918], [1.7854, 3.6658, -3.2842], [2.5134, 5.2068, -3.3842], [0.9594, 5.0178, -4.0952], [-1.4156, 3.5468, 2.8188], [-2.8396, 3.4578, 2.8088], [-3.3906, 2.2568, 2.9538], [-2.6936, 1.0748, 2.9688], [-4.7006, 2.3008, 3.1538], [-5.3866, 1.1218, 3.3478], [-0.8416, 2.6698, 2.3838], [-1.1716, 3.5718, 3.8668], [-1.1716, 4.4788, 2.3568], [-6.2386, 1.2298, 3.9128], [-4.8156, 0.4438, 3.9188], [-5.5656, 0.6648, 2.3908], [-2.6316, 0.7728, -0.6932], [-1.6406, 0.9148, -1.9452], [-0.6256, 2.0828, -1.6192], [0.3074, 1.7248, -0.4572], [1.0054, 1.5138, 0.4368], [-3.3736, 1.6058, -0.5852], [-2.0576, 0.9698, 0.2298], [-3.0146, -0.2302, -0.5002], [-2.1956, 1.1358, -2.8592], [-1.1046, -0.0092, -2.0512], [-1.1236, 2.9988, -1.2342], [-0.0396, 2.2658, -2.5112]],
  "lowdin_charge": [-0.0169, -0.2580, -0.0954, 0.0576, -0.5757, 0.0916, 0.0834, 0.0969, 0.0786, 0.0832, 0.1637, 0.1160, 0.1134, -0.0074, -0.2901, -0.1004, 0.1344, -0.6207, 0.1013, 0.0873, 0.0884, 0.1015, 0.0536, 0.1585, 0.1506, 0.1379, -0.0194, -0.2708, -0.1209, 0.0473, -0.5521, 0.1460, 0.0528, 0.0187, 0.0578, 0.0820, 0.1334, 0.1473, 0.1435, -0.0185, -0.2400, 0.0048, 0.0598, -0.5896, 0.1147, 0.0585, 0.0475, 0.0735, 0.0864, 0.1425, 0.0958, 0.1275, -0.0131, -0.0228, -0.3957, -0.0929, 0.0025, -0.0404, 0.1206, 0.0850, 0.0859, 0.0712, 0.1135, 0.0989, -0.0190, 0.0246, -0.4289, -0.1014, 0.0819, -0.0044, 0.1040, 0.0896, 0.0817, 0.0876, 0.0889, 0.0564, -0.0795, -0.0213, -0.3318, -0.0590, -0.0276, -0.0681, 0.0432, 0.0631, 0.1246, 0.0800, 0.0837, 0.0985, -0.0234, 0.0206, -0.4274, -0.0427, 0.0323, -0.0545, 0.1024, 0.0938, 0.0776, 0.0777, 0.0760, 0.1058, -0.0686, -0.1783, -0.1159, -0.1799, 0.2036, 0.0898, 0.0307, 0.0477, 0.1101, 0.0655, 0.1290, 0.0866],
  "max_force_ev_per_a": 9.290,
  "e_above_lowest_kcal_mol": 0.0,
  "smiles": "C[C@H]1COC(=O)O1.C[C@H]1COC(=O)O1.C[C@H]1COC(=O)O1.C[C@H]1COC(=O)O1.COC(=O)OC.COC(=O)OC.COC(=O)OC.COC(=O)OC.CCCC#N",
  "e_homo_ha": -0.364
}


3.
{
  "formula": "C21H24Cl2N2O",
  "method": "wB97M-V/def2-TZVPD",
  "symbols": ["C", "N", "C", "O", "C", "C", "C", "C", "C", "Cl", "C", "Cl", "C", "C", "C", "N", "C", "C", "C", "C", "C", "C", "C", "C", "C", "C", "H", "H", "H", "H", "H", "H", "H", "H", "H", "H", "H", "H", "H", "H", "H", "H", "H", "H", "H", "H", "H", "H", "H", "H"],
  "coordinates": [[-1.0001, -1.2622, 1.5441], [0.1964, -1.6675, 0.8461], [1.4427, -1.3046, 1.2085], [2.4326, -1.6822, 0.6071], [1.5713, -0.3514, 2.3997], [1.2842, 1.0508, 1.9434], [0.3307, 1.8482, 2.5649], [0.0469, 3.1142, 2.0849], [0.7094, 3.6002, 0.9693], [0.3273, 5.1648, 0.3557], [1.6810, 2.8176, 0.3514], [2.5159, 3.4037, -1.0363], [1.9673, 1.5555, 0.8421], [0.0741, -2.5848, -0.2895], [0.0575, -1.8482, -1.6457], [-0.9810, -0.8499, -1.8062], [-1.3637, -0.6500, -3.2035], [-1.8695, 0.7851, -3.2633], [-0.8718, 1.4928, -2.3529], [-0.6720, 0.4651, -1.2360], [-1.0641, -3.5514, -0.0778], [-2.3075, -3.3806, -0.6729], [-3.3244, -4.2919, -0.4439], [-3.1155, -5.3782, 0.3878], [-1.8811, -5.5518, 0.9909], [-0.8632, -4.6452, 0.7572], [-1.8519, -1.4124, 0.8863], [-1.1523, -1.8632, 2.4472], [-0.9540, -0.2095, 1.8146], [0.9160, -0.6435, 3.2188], [2.6090, -0.4212, 2.7330], [-0.1931, 1.4857, 3.4374], [-0.6950, 3.7299, 2.5681], [2.7207, 0.9518, 0.3588], [1.0106, -3.1605, -0.2913], [-0.0850, -2.6158, -2.4111], [1.0592, -1.4098, -1.7871], [-2.1227, -1.3835, -3.4894], [-0.5020, -0.7663, -3.8794], [-1.8835, 1.1789, -4.2775], [-2.8732, 0.8480, -2.8420], [-1.2326, 2.4474, -1.9755], [0.0647, 1.6624, -2.8859], [-1.3705, 0.6675, -0.4174], [0.3430, 0.4971, -0.8322], [-2.4729, -2.5285, -1.3123], [-4.2859, -4.1509, -0.9159], [-3.9103, -6.0874, 0.5656], [-1.7103, -6.3974, 1.6410], [0.1014, -4.7853, 1.2247]],
  "lowdin_charge": [-0.0233, -0.0324, -0.4686, 0.0555, -0.0430, -0.2277, -0.0460, -0.0924, -0.6944, 0.6776, -0.6856, 0.6911, -0.0655, -0.2139, -0.1284, -0.1636, -0.1967, -0.1710, -0.1632, -0.1720, -0.1937, -0.0401, -0.0747, -0.0926, -0.0825, -0.0318, 0.0917, 0.1050, 0.0697, 0.1167, 0.1343, 0.1179, 0.1075, 0.1230, 0.1465, 0.1313, 0.1318, 0.1138, 0.1219, 0.1087, 0.1127, 0.1083, 0.1085, 0.1120, 0.0972, 0.0982, 0.1022, 0.0998, 0.1014, 0.1187],
  "max_force_ev_per_a": 0.591,
  "e_above_lowest_kcal_mol": 0.0,
  "smiles": "CN(C(=O)Cc1ccc(Cl)c(Cl)c1)[C@H](CN1CCCC1)c1ccccc1",
  "e_homo_ha": -0.308
}